Entry 1:
Entry from OMol25: a 3-piece molecular cluster, C4H13NO2 overall at a distorted geometry (ωB97M-V/def2-TZVPD).

Structure (XYZ):
```
20
Properties=species:S:1:pos:R:3:nbo_charge:R:1
C -0.1362 1.1395 2.7452 -0.6148
C 1.1042 0.3375 2.3657 -0.4506
C 1.4096 0.6765 0.9339 -0.3295
C 0.3633 0.2094 0.1288 -0.0159
N 0.1233 0.5637 -1.1810 -0.8356
H -1.0180 0.5527 2.3939 0.2025
H 0.0066 2.1702 2.3055 0.2158
H -0.3611 1.3545 3.7851 0.2064
H 2.0812 0.4098 2.9900 0.2079
H 1.0894 -0.7851 2.3790 0.2061
H 2.2567 1.3247 0.7352 0.2107
H -0.4068 -0.3128 0.6409 0.1752
H -0.3743 -0.1344 -1.6830 0.4255
H 0.8925 1.0903 -1.5819 0.3782
H -0.8067 -2.5085 -1.3992 0.4729
H 0.5662 -1.9005 -0.6835 0.4835
O 0.1781 -2.1249 -1.5694 -0.9478
H -2.9080 -0.6356 -2.1294 0.4673
H -2.3254 0.6458 -2.6338 0.4769
O -2.1782 -0.2994 -2.6673 -0.9346
```

## Properties
Charge ... 0
HOMO ... -7.4 eV
Molecular weight ... 107.15 g mol⁻¹
Electronic energy ... -365.3573 Ha
Energy above the lowest of the compared OMol25 structures with the same formula, charge and spin ... 223.6 kJ/mol
Kohn-Sham gap ... 7.9 eV
SMILES ... CC/C=C/N.O.O
LUMO energy ... 0.480 eV

Entry 2:
Entry from OMol25: a 3-piece molecular cluster, C4H13NO2 overall at a distorted geometry (ωB97M-V/def2-TZVPD).

Structure (XYZ):
```
20
Properties=species:S:1:pos:R:3:nbo_charge:R:1
C 1.4714 -0.5124 -1.1407 -0.2196
N 0.5261 0.2939 -0.3876 -0.6434
C -0.7413 0.3693 -1.0871 -0.2199
C -0.4388 -0.0893 -2.5498 -0.4003
C 1.1121 -0.2192 -2.5838 -0.4128
H 1.3127 -1.5977 -1.0307 0.1559
H 2.5128 -0.3000 -0.9024 0.2007
H 0.5430 0.1459 0.6132 0.3649
H -1.1113 1.3925 -1.1557 0.1737
H -1.5691 -0.1466 -0.5703 0.1733
H -0.9040 -1.0573 -2.7559 0.1967
H -0.8709 0.6549 -3.2101 0.2102
H 1.4802 0.7444 -2.9371 0.2049
H 1.2252 -1.0229 -3.3090 0.2154
H -1.0990 1.1462 3.7555 0.4481
H -1.9396 1.9497 4.5270 0.4644
O -0.9938 1.8613 4.3658 -0.9133
H -0.1600 -1.4061 4.1927 0.4703
H -0.1551 -0.6576 2.9240 0.4514
O -0.2004 -1.5490 3.2419 -0.9206
```

## Properties
Charge ... 0
HOMO ... -8.4 eV
Molecular weight ... 107.15 g mol⁻¹
Electronic energy ... -365.4013 Ha
Energy above the lowest of the compared OMol25 structures with the same formula, charge and spin ... 108.0 kJ/mol
Kohn-Sham gap ... 8.7 eV
SMILES ... C1CCNC1.O.O
LUMO energy ... 0.351 eV

Entry 3:
Entry from OMol25: a 3-piece molecular cluster, C4H13NO2 overall (ωB97M-V/def2-TZVPD).

Structure (XYZ):
```
20
Properties=species:S:1:pos:R:3:nbo_charge:R:1
C 1.6976 0.8329 -1.3006 -0.6389
N 0.3715 0.9835 1.4371 -0.8187
C 0.1087 0.0011 0.4688 0.1717
C 0.5325 0.0090 -0.7978 -0.2964
C -0.7436 -1.1333 0.9977 -0.6496
H 1.6377 1.0274 -2.3616 0.2216
H 2.6207 0.2657 -1.1877 0.2097
H 1.7777 1.7674 -0.7491 0.1966
H 1.0731 1.6539 1.1450 0.3750
H 0.5321 0.6452 2.3709 0.3718
H 0.0634 -0.7049 -1.4651 0.2023
H -0.9727 -0.9662 2.0549 0.2042
H -1.7157 -1.1987 0.5025 0.2308
H -0.2472 -2.0998 0.9772 0.2193
H 2.6037 -0.6854 2.9279 0.4606
H 2.7077 -0.0725 1.5769 0.4696
O 3.2201 -0.1702 2.3932 -0.9297
H -4.3640 -1.2501 -3.0562 0.4631
H -5.5769 -0.4681 -2.7342 0.4639
O -4.7060 -0.3525 -3.1489 -0.9270
```

## Properties
Charge ... 0
HOMO ... -8.1 eV
Molecular weight ... 107.15 g mol⁻¹
Electronic energy ... -365.4079 Ha
Energy above the lowest of the compared OMol25 structures with the same formula, charge and spin ... 90.8 kJ/mol
Kohn-Sham gap ... 8.7 eV
SMILES ... C/C=C(/C)N.O.O
LUMO energy ... 0.660 eV

Entry 4:
Entry from OMol25: a 3-piece molecular cluster, C4H13NO2 overall at a distorted geometry (ωB97M-V/def2-TZVPD).

Structure (XYZ):
```
20
Properties=species:S:1:pos:R:3:nbo_charge:R:1
C -0.5499 -1.8479 -0.7640 -0.6507
C 0.5469 -1.0574 -0.0990 -0.1140
C 0.3696 -0.2259 0.9292 -0.0174
N -0.9171 0.1367 1.3332 -0.8411
C 1.9356 -1.5381 -0.4476 -0.6302
H -1.3803 -1.2167 -1.0749 0.2053
H -0.2231 -2.5636 -1.5097 0.2236
H -0.9413 -2.5197 0.0038 0.2176
H 1.1761 0.1492 1.5414 0.2021
H -1.0059 0.9967 1.8337 0.3915
H -1.7115 -0.1870 0.8166 0.3878
H 2.6165 -1.5910 0.3996 0.2130
H 1.8419 -2.5376 -0.8966 0.2030
H 2.4680 -1.1525 -1.3303 0.2078
H 1.1184 2.7168 -1.1730 0.4832
H -0.1113 1.9917 -0.6332 0.4574
O 0.3708 2.8135 -0.5778 -0.9400
H -1.5482 2.1281 0.0415 0.4490
H -1.7568 3.0799 1.0388 0.4671
O -2.2983 2.4245 0.5684 -0.9147
```

## Properties
Charge ... 0
HOMO ... -7.7 eV
Molecular weight ... 107.15 g mol⁻¹
Electronic energy ... -365.3890 Ha
Energy above the lowest of the compared OMol25 structures with the same formula, charge and spin ... 140.5 kJ/mol
Kohn-Sham gap ... 8.3 eV
SMILES ... CC(C)=CN.O.O
LUMO energy ... 0.627 eV

Entry 5:
Entry from OMol25: a 3-piece molecular cluster, C4H13NO2 overall at a distorted geometry (ωB97M-V/def2-TZVPD).

Structure (XYZ):
```
20
Properties=species:S:1:pos:R:3:nbo_charge:R:1
N -1.1928 -0.8518 -1.2353 -0.6579
C -1.2775 -0.0931 -0.0130 -0.2086
C -0.0836 0.9033 -0.1081 -0.4058
C 0.8499 0.1377 -1.0402 -0.4131
C -0.1076 -0.4336 -2.0639 -0.2076
H -2.0097 -1.3169 -1.5882 0.3795
H -1.0848 -0.7515 0.8321 0.1672
H -2.1894 0.4805 0.1960 0.1781
H 0.2496 0.9708 0.9218 0.2082
H -0.3585 1.9158 -0.4085 0.1963
H 1.3561 -0.6041 -0.4100 0.2116
H 1.6746 0.7678 -1.3825 0.2090
H 0.3904 -1.1916 -2.6475 0.1921
H -0.3830 0.3532 -2.7816 0.1497
H -0.3015 3.9027 5.8623 0.4681
H 0.2692 4.6129 4.6347 0.4679
O 0.3998 3.8438 5.1982 -0.9359
H 1.5070 -4.0859 -2.0228 0.4600
H 0.9245 -4.6983 -0.8570 0.4616
O 1.3672 -3.8618 -1.0864 -0.9206
```

## Properties
Charge ... 0
HOMO ... -7.9 eV
Molecular weight ... 107.15 g mol⁻¹
Electronic energy ... -365.4017 Ha
Energy above the lowest of the compared OMol25 structures with the same formula, charge and spin ... 107.1 kJ/mol
Kohn-Sham gap ... 8.8 eV
SMILES ... C1CCNC1.O.O
LUMO energy ... 0.883 eV

Entry 6:
Entry from OMol25: a 3-piece molecular cluster, C4H13NO2 overall at a distorted geometry (ωB97M-V/def2-TZVPD).

Structure (XYZ):
```
20
Properties=species:S:1:pos:R:3:nbo_charge:R:1
C -1.6575 1.5777 1.6917 -0.7059
C -0.9180 0.7106 0.7772 0.0161
C 0.3308 1.0062 0.2846 0.0379
N 1.0056 0.2982 -0.6344 -0.3451
C 1.3547 0.9378 -1.9187 -0.4385
H -2.5406 1.1659 2.1699 0.2695
H -1.0166 2.0806 2.3991 0.2603
H -2.0098 2.4658 1.1324 0.2878
H -1.4769 -0.1449 0.4023 0.2176
H 0.8561 1.8290 0.7562 0.2311
H 0.6273 -0.6272 -0.8665 0.4291
H 0.4704 1.3075 -2.4445 0.2319
H 1.9779 1.8272 -1.7961 0.2407
H 1.8930 0.2149 -2.5202 0.2484
H 1.0794 -1.1092 2.4285 0.4587
H 0.6168 -1.8969 1.2699 0.4439
O 1.2903 -1.8955 1.9589 -0.8959
H -1.6053 -2.2856 -1.2116 0.4857
H -1.6831 -1.1166 -2.2618 0.4832
O -1.1405 -1.8296 -1.9139 -0.9564
```

## Properties
<S²> ... 0.77
Charge ... +1
HOMO (alpha / beta) ... -14.8 / -15.0 eV
Molecular weight ... 107.15 g mol⁻¹
Electronic energy ... -365.1065 Ha
Energy above the lowest of the compared OMol25 structures with the same formula, charge and spin ... 106.4 kJ/mol
2S+1 ... 2
Kohn-Sham gap (alpha / beta) ... 10.8 / 7.6 eV
LUMO energy (alpha / beta) ... -3.933 / -7.449 eV

Entry 7:
Entry from OMol25: a 3-piece molecular cluster, C4H13NO3 overall at a distorted geometry (ωB97M-V/def2-TZVPD).

Structure (XYZ):
```
21
Properties=species:S:1:pos:R:3:nbo_charge:R:1
C -1.2808 -1.4547 -0.8335 -0.4907
C -0.5654 -0.9403 -2.0537 -0.6449
C -0.2901 -1.1886 0.3904 0.7160
N -1.1196 -0.9464 1.4850 -0.6537
C -0.4976 -0.4159 2.6649 -0.4287
O 0.8899 -1.1847 0.5194 -0.6225
H -1.4994 -2.5021 -0.9439 0.2209
H -2.2485 -0.9959 -0.5851 0.2130
H -0.7454 -1.7661 -2.7958 0.2040
H -0.9905 -0.0365 -2.4002 0.2107
H 0.5214 -0.6680 -2.0284 0.2630
H -2.0342 -1.2890 1.6388 0.3962
H 0.5811 -0.4457 2.5981 0.2341
H -0.8793 -0.8893 3.5813 0.1985
H -0.7760 0.7001 2.6622 0.1782
H 1.8750 0.5537 -0.7657 0.5036
H 2.8218 0.9065 -2.0407 0.4760
O 1.9828 0.9267 -1.6873 -0.9738
H 1.3292 3.6979 0.9896 0.4677
H 1.1511 3.8956 -0.6209 0.4830
O 1.7747 4.0429 0.2256 -0.9505
```

## Properties
Charge ... 0
HOMO ... -9.6 eV
Molecular weight ... 123.15 g mol⁻¹
Electronic energy ... -440.6415 Ha
Energy above the lowest of the compared OMol25 structures with the same formula, charge and spin ... 193.6 kJ/mol
Kohn-Sham gap ... 10.2 eV
SMILES ... CCC(=O)NC.O.O
LUMO energy ... 0.611 eV

Entry 8:
Entry from OMol25: a 3-piece molecular cluster, C4H13NO3 overall at a distorted geometry (ωB97M-V/def2-TZVPD).

Structure (XYZ):
```
21
Properties=species:S:1:pos:R:3:nbo_charge:R:1
C 1.6926 -1.3178 -1.1734 -0.6237
C 0.5845 -0.6953 -0.3464 -0.0400
C 0.4737 -1.4004 1.0673 -0.5128
C 0.5774 -0.4374 2.2239 0.4508
O 1.4535 -0.4317 3.0424 -0.5092
N -0.7690 -0.7247 -0.8908 -0.8849
H 1.4367 -2.3398 -1.4689 0.2075
H 2.6542 -1.3745 -0.6526 0.2220
H 1.8434 -0.6752 -2.0593 0.2156
H 0.8129 0.3612 -0.1840 0.2013
H 1.2871 -2.1386 1.1290 0.2244
H -0.5001 -1.8952 1.2234 0.2188
H -0.2817 0.2614 2.2625 0.0994
H -0.9680 -0.4315 -1.8373 0.3766
H -1.3233 -1.5545 -0.7407 0.3657
H -0.5143 4.0599 0.0629 0.4630
H -0.9467 2.8579 -0.7104 0.4874
O -0.1536 3.3790 -0.5030 -0.9657
H -1.8058 1.0661 -0.0141 0.4985
H -3.2217 1.5636 -0.2926 0.4785
O -2.3320 1.8676 -0.1379 -0.9733
```

## Properties
Charge ... 0
HOMO ... -9.7 eV
Molecular weight ... 123.15 g mol⁻¹
Electronic energy ... -440.6611 Ha
Energy above the lowest of the compared OMol25 structures with the same formula, charge and spin ... 142.0 kJ/mol
Kohn-Sham gap ... 10.3 eV
SMILES ... C[C@@H](N)CC=O.O.O
LUMO energy ... 0.559 eV

Entry 9:
Entry from OMol25: a 2-piece molecular cluster, C4H13NO3 overall at a distorted geometry (ωB97M-V/def2-TZVPD).

Structure (XYZ):
```
21
Properties=species:S:1:pos:R:3:nbo_charge:R:1
C -0.7647 1.8909 -0.2547 -0.6411
C -0.2895 0.8139 0.6690 -0.0918
C 1.0616 1.0646 1.3986 -0.0623
O 0.9102 0.8384 2.7819 -0.7211
N -0.3230 -0.5929 0.2507 -0.6784
C -1.3781 -1.0103 -0.6787 0.0910
O -1.0217 -1.1802 -2.0305 -0.7437
H -1.6685 1.5749 -0.8180 0.1982
H -1.1589 2.7647 0.2600 0.2266
H -0.1757 2.2192 -1.1177 0.2070
H -0.9632 0.8738 1.5523 0.1934
H 1.3558 2.1086 1.2965 0.1804
H 1.9475 0.5602 0.9429 0.1690
H 0.8893 -0.0970 2.9913 0.4722
H 0.6067 -0.8792 -0.0333 0.3946
H -1.7551 -1.9713 -0.3281 0.1692
H -2.1648 -0.2752 -0.6371 0.1589
H -0.9634 -0.3331 -2.4753 0.4699
H 0.9742 -1.5283 -2.2887 0.4935
H 1.4922 -2.4073 -1.1265 0.4693
O 1.6352 -1.5895 -1.5876 -0.9549
```

## Properties
Charge ... 0
HOMO ... -8.9 eV
Molecular weight ... 123.15 g mol⁻¹
Electronic energy ... -440.6338 Ha
Energy above the lowest of the compared OMol25 structures with the same formula, charge and spin ... 213.7 kJ/mol
Kohn-Sham gap ... 9.6 eV
SMILES ... C[C@H](CO)NCO.O
LUMO energy ... 0.661 eV

Entry 10:
Entry from OMol25: a 4-piece molecular cluster, C4H13NO6 overall at a distorted geometry (ωB97M-V/def2-TZVPD).

Structure (XYZ):
```
24
Properties=species:S:1:pos:R:3:nbo_charge:R:1
C 0.1022 -1.1827 -1.4570 -0.0216
O 1.0337 -0.2785 -1.8806 -0.9518
C -0.5183 -0.8372 0.0115 -0.0830
C 0.6812 -0.6491 0.9138 -0.5466
C 0.3923 0.3568 2.1013 0.7883
O 0.9146 1.5013 2.0713 -0.7820
O -0.2583 -0.1310 3.0729 -0.8089
N -1.4295 0.2713 -0.2513 -0.8638
H 0.5259 -2.2158 -1.5610 0.0945
H -0.7903 -1.2159 -2.1187 0.0950
H -1.0556 -1.7721 0.2177 0.1531
H 0.9945 -1.5860 1.3605 0.2023
H 1.4689 -0.1556 0.3527 0.2306
H -1.0449 1.0892 0.2242 0.3569
H -1.2931 0.6057 -1.2017 0.3600
H 0.5466 0.7186 -2.8559 0.5025
H 0.0678 2.0825 -2.8668 0.4387
O 0.1828 1.4230 -3.5664 -1.0617
H 1.7993 1.8757 0.6309 0.5058
H 2.3217 1.6765 -0.8160 0.4769
O 2.3040 2.3233 -0.1103 -1.0310
H -1.5526 -1.1554 2.7823 0.5122
H -2.9199 -1.1980 2.0692 0.4559
O -2.4730 -1.5467 2.8774 -1.0223
```

## Properties
Charge ... -2
HOMO ... -1.1 eV
Molecular weight ... 171.15 g mol⁻¹
Electronic energy ... -666.4268 Ha
Energy above the lowest of the compared OMol25 structures with the same formula, charge and spin ... 0.0 kJ/mol
Kohn-Sham gap ... 7.4 eV
LUMO energy ... 6.362 eV

Entry 11:
Entry from OMol25: a 2-piece molecular cluster, C4H13NOS overall at a distorted geometry (ωB97M-V/def2-TZVPD).

Structure (XYZ):
```
20
Properties=species:S:1:pos:R:3:nbo_charge:R:1
C 0.0250 0.3428 -0.9400 -0.2457
N 0.1442 1.1093 0.2959 -0.6394
C 1.4573 1.1897 0.8374 -0.2281
C 1.9369 -0.1078 1.5159 -0.5445
S 0.6601 -0.9350 2.5452 -0.3545
C -1.2630 0.6042 -1.7125 -0.6704
H 0.8669 0.5097 -1.6313 0.1403
H 0.0199 -0.7044 -0.6198 0.2074
H -0.4252 1.9390 0.2228 0.3650
H 1.5381 1.9872 1.5717 0.1915
H 2.1940 1.3240 0.0206 0.1521
H 2.2328 -0.8890 0.8270 0.2091
H 2.7873 0.1044 2.1627 0.1986
H 0.0715 0.1513 3.1007 0.1011
H -2.0381 -0.0486 -1.3055 0.2337
H -1.6842 1.6041 -1.5688 0.1816
H -1.0694 0.3817 -2.7573 0.2049
H -2.0147 -3.2230 -0.3241 0.3699
H -3.1975 -2.5890 -1.1010 0.3872
O -2.2418 -2.7503 -1.1395 -1.2597
```

## Properties
<S²> ... 0.75
Charge ... -1
HOMO (alpha / beta) ... 1.1 / -5.5 eV
Molecular weight ... 123.22 g mol⁻¹
Electronic energy ... -688.3142 Ha
Energy above the lowest of the compared OMol25 structures with the same formula, charge and spin ... 77.6 kJ/mol
2S+1 ... 2
Kohn-Sham gap (alpha / beta) ... 2.0 / 8.8 eV
LUMO energy (alpha / beta) ... 3.125 / 3.288 eV

Entry 12:
Entry from OMol25: a 2-piece molecular cluster, C4H13NOS overall at a distorted geometry (ωB97M-V/def2-TZVPD).

Structure (XYZ):
```
20
Properties=species:S:1:pos:R:3:nbo_charge:R:1
C 1.8421 0.5336 -1.4414 -0.4110
N 0.6906 0.8500 -0.5983 -0.6333
C 0.5973 -0.0128 0.5829 -0.0645
C -0.4453 0.6184 1.5075 -0.5117
S -0.5204 -0.0777 3.1834 -0.0446
C 0.2473 -1.4656 0.2544 -0.6364
H 1.8576 -0.4938 -1.8138 0.1621
H 1.8410 1.1920 -2.3098 0.2000
H 2.7534 0.7117 -0.8741 0.1898
H -0.1563 0.7136 -1.1371 0.3713
H 1.5531 0.0195 1.1108 0.1918
H -0.1793 1.6636 1.6391 0.2359
H -1.4296 0.6153 1.0455 0.2102
H -1.0216 -1.2683 2.8584 0.1105
H 0.2725 -2.0792 1.1541 0.2117
H -0.7424 -1.5480 -0.1937 0.1992
H 0.9765 -1.8932 -0.4301 0.2124
H -3.0067 0.0341 -1.1126 0.4744
H -2.7725 1.3525 -1.8502 0.4789
O -2.3574 0.5345 -1.5748 -0.9468
```

## Properties
Charge ... 0
HOMO ... -8.6 eV
Molecular weight ... 123.22 g mol⁻¹
Electronic energy ... -688.3712 Ha
Energy above the lowest of the compared OMol25 structures with the same formula, charge and spin ... 46.0 kJ/mol
Kohn-Sham gap ... 9.2 eV
SMILES ... CN[C@H](C)CS.O
LUMO energy ... 0.547 eV